(1)
23
Properties=species:S:1:pos:R:3:lowdin_charge:R:1 method="wB97M-V/def2-TZVPD" mol_weight_g_mol=125.17 relative_energy_kcal_mol=207.2 total_energy_ev=-12015.235 gap_ev=1.8387 e_homo_ev=-7.194
O -0.627 -0.936 0.899 -0.0616
O 1.259 1.354 1.342 -0.2829
O 3.383 2.333 0.499 -0.2297
N 3.499 -0.591 -0.386 -0.0809
C -3.260 -1.090 -1.691 0.1713
C -3.739 -0.714 -0.450 -0.1918
C -3.339 0.266 0.495 0.1736
C 2.231 -1.093 -0.528 -0.2849
H -4.635 -1.472 -0.296 0.1471
H 3.981 -0.378 -1.274 0.0713
H -2.568 -0.377 -2.208 0.1179
H -3.771 -2.000 -2.119 0.1148
H 1.617 -0.789 -1.383 0.0552
H 2.181 -2.167 -0.471 0.0505
H 3.542 0.316 0.158 0.0509
H -1.497 -0.580 0.635 -0.0453
H -2.736 1.110 0.084 0.1200
H 3.542 3.207 0.691 -0.0805
H 2.337 1.952 1.007 0.0008
H -0.014 -0.199 1.194 0.0291
H -3.968 0.614 1.323 0.1040
H 1.015 1.754 2.191 -0.0154
H 1.568 -0.520 0.287 0.0666

***

(2)
23
Properties=species:S:1:pos:R:3:lowdin_charge:R:1 method="wB97M-V/def2-TZVPD" mol_weight_g_mol=125.17 relative_energy_kcal_mol=30.3 total_energy_ev=-12022.906 gap_ev=8.8100 e_homo_ev=-8.201
O 0.566 1.838 -2.425 -0.0648
O -1.989 1.935 0.907 -0.0661
O 2.523 -2.624 -1.877 -0.0556
N 0.523 -0.153 0.702 -0.0892
C -1.332 -1.723 0.551 -0.0452
C -0.897 -0.298 0.943 -0.3889
C -1.720 0.746 0.168 -0.2121
C 1.281 0.744 1.539 -0.1324
H -1.158 0.993 -0.743 0.0921
H -0.070 2.338 -1.896 0.0259
H -1.392 2.025 1.649 0.0650
H 1.602 1.650 1.005 0.0746
H -1.151 -2.409 1.376 0.0738
H 0.913 2.548 -2.981 0.0403
H 0.756 -0.038 -0.269 0.0971
H 3.230 -3.191 -2.174 0.0244
H 0.793 0.993 2.472 0.0722
H 2.263 0.315 1.795 0.0722
H -2.400 -1.749 0.328 0.0692
H -0.766 -2.075 -0.296 0.0704
H -1.051 -0.140 2.010 0.1358
H -2.692 0.388 -0.178 0.1132
H 2.167 -2.112 -2.605 0.0283

***

(3)
23
Properties=species:S:1:pos:R:3:lowdin_charge:R:1 method="wB97M-V/def2-TZVPD" mol_weight_g_mol=125.17 relative_energy_kcal_mol=69.3 total_energy_ev=-12021.212 gap_ev=9.8981 e_homo_ev=-9.312
O -2.892 -1.661 5.918 -0.1134
O -1.866 4.154 -0.750 -0.0854
O -1.136 -1.834 0.281 -0.0555
N 0.483 -0.381 -0.655 -0.0391
C 1.318 -0.747 -1.770 -0.2914
C 2.144 0.516 -2.148 -0.2250
C 3.356 0.721 -1.127 -0.1255
C -0.834 -1.016 -0.806 -0.3031
H -1.319 3.368 -0.435 0.0709
H 4.155 1.472 -1.335 0.0633
H -1.414 4.987 -0.753 0.0121
H -0.850 -1.474 -1.683 0.0671
H 0.822 -0.801 0.313 0.1703
H 2.815 1.094 -0.306 0.0225
H -0.587 -2.627 0.221 0.0887
H 2.112 -1.641 -1.665 0.1526
H -3.454 -2.034 5.174 0.0615
H 0.939 -1.019 -2.700 0.0744
H -1.984 -2.065 5.847 0.0519
H 1.574 1.416 -2.220 0.0891
H 4.042 -0.108 -0.738 0.0851
H 2.643 0.253 -3.097 0.0925
H -1.629 -0.275 -0.525 0.1365